{
  "formula": "C11H25ClNO2P2Pm",
  "method": "ωB97M-V/def2-TZVPD",
  "symbols": ["Pm", "Cl", "P", "P", "O", "O", "N", "C", "C", "C", "C", "C", "C", "C", "C", "C", "C", "C", "H", "H", "H", "H", "H", "H", "H", "H", "H", "H", "H", "H", "H", "H", "H", "H", "H", "H", "H", "H", "H", "H", "H", "H", "H"],
  "coordinates": [[0.015966, -0.434444, 2.034863], [0.051669, -1.689018, 4.217475], [-2.182668, -0.878363, 0.426805], [2.098328, 1.269968, 1.417876], [-0.615872, -3.347076, -1.905026], [0.327269, -3.687724, 0.656988], [-0.046749, 0.888033, -0.720053], [-0.783315, 0.857489, -3.002925], [0.844617, 2.457655, -2.299168], [-0.831714, 0.369511, -1.688566], [-1.768405, -0.775096, -1.377188], [3.738860, 0.724627, 0.827578], [2.546569, 2.417329, 2.759125], [0.800762, 1.891827, -1.016658], [-3.693680, 0.140141, 0.437287], [0.048294, 1.927947, -3.308020], [-2.898255, -2.551047, 0.548408], [1.721330, 2.467565, 0.053063], [-3.723886, -2.637540, -0.171068], [2.776789, 1.811720, 3.648110], [0.858381, -2.820741, 0.726114], [4.404864, 1.598051, 0.780112], [1.266974, 3.367159, 0.495722], [-3.283517, -2.680876, 1.571522], [-2.128346, -3.312054, 0.351868], [3.630228, 0.272230, -0.168186], [-4.441802, -0.353478, -0.199008], [1.701460, 3.084705, 2.978880], [1.272218, -1.410211, 0.800981], [-1.418938, 0.393852, -3.751865], [4.132876, -0.021006, 1.532095], [-4.070560, 0.211188, 1.468003], [-1.303676, -1.749797, -1.699604], [-2.720500, -0.635712, -1.917445], [2.678268, 2.753935, -0.408641], [0.100899, -3.313875, -2.559790], [-3.478132, 1.144729, 0.047980], [0.364791, -4.065085, 1.561730], [-0.817625, 1.274632, 2.218514], [3.432027, 2.996014, 2.465631], [-0.193847, -3.596333, -1.046075], [0.079698, 2.337729, -4.311460], [1.508363, 3.301446, -2.475998]],
  "forces_ev_per_a": [[0.0169, -1.2939, 0.5464], [0.0212, -0.4537, 0.7334], [-0.9784, -0.3431, -1.3493], [0.5584, 1.0568, -0.6397], [0.8146, -0.6564, -0.0657], [0.4509, 0.4248, 1.0192], [0.1425, -0.2096, -0.0013], [0.0069, 0.0821, 0.2906], [0.0192, -0.2011, 0.2850], [0.2603, 0.4373, -0.2735], [0.2233, -0.0113, 0.2686], [0.0747, -0.1665, 0.2230], [0.2378, 0.0581, 0.1512], [-0.2420, 0.1672, -0.5327], [-0.1794, 0.1164, 0.2995], [-0.0262, -0.1949, 0.3383], [-0.1341, -0.1729, 0.0248], [-0.3998, -0.3218, 0.0014], [0.1772, -0.1769, 0.1854], [-0.0178, 0.3419, -0.1444], [-0.3011, -0.4989, -0.1441], [-0.0385, -0.3074, -0.0340], [0.0374, -0.2642, -0.1180], [0.0659, -0.0614, -0.3285], [-0.3211, 0.2889, 0.0906], [0.0506, 0.0421, 0.3507], [0.1054, 0.2097, 0.1592], [0.2538, -0.2609, -0.0126], [0.7868, -0.3568, -0.6832], [0.1114, 0.1283, 0.0484], [0.0437, 0.1612, -0.3312], [0.0151, 0.1240, -0.3611], [-0.4846, 0.9730, 0.3672], [0.3498, -0.1134, 0.0444], [-0.3201, 0.0765, 0.0976], [-0.2844, -0.1264, 0.3917], [-0.0449, -0.2642, 0.2278], [-0.0654, 0.1993, -0.8345], [-0.4401, 1.7388, -0.0330], [-0.1891, 0.0200, 0.2365], [-0.2317, 0.0339, -0.5039], [-0.0051, -0.0284, 0.0709], [-0.1201, -0.1960, -0.0609]],
  "lowdin_charge": [0.4992, -0.3094, 0.7506, 0.7066, -0.0934, -0.1836, 0.0761, -0.0275, -0.0340, -0.3102, -0.2844, -0.2821, -0.2852, -0.3143, -0.2729, -0.0557, -0.2659, -0.2832, 0.0515, 0.0465, -0.0798, 0.0427, 0.0987, 0.0518, 0.0238, 0.0491, 0.0456, 0.0457, -0.1179, 0.1143, 0.0461, 0.0474, 0.0604, 0.0976, 0.0880, 0.0653, 0.0515, 0.0584, -0.1943, 0.0441, 0.0122, 0.1080, 0.1126],
  "mol_weight_g_mol": 445.73,
  "e_homo_ev": [-7.735, -7.739],
  "s2": 6.006,
  "fmax_ev_per_a": 1.79,
  "multiplicity": 5
}

---

{
  "formula": "C11H25F6HgNO11S6",
  "method": "ωB97M-V/def2-TZVPD",
  "symbols": ["Hg", "S", "S", "S", "S", "S", "S", "F", "F", "F", "F", "F", "F", "O", "O", "O", "O", "O", "O", "O", "O", "O", "O", "O", "N", "C", "C", "C", "C", "C", "C", "C", "C", "C", "C", "C", "H", "H", "H", "H", "H", "H", "H", "H", "H", "H", "H", "H", "H", "H", "H", "H", "H", "H", "H", "H", "H", "H", "H", "H", "H"],
  "coordinates": [[34.213950, 16.025820, 23.076800], [37.100550, 13.863130, 22.901100], [33.354450, 14.336620, 19.798010], [32.292750, 17.705170, 20.708220], [34.928760, 19.403350, 23.739700], [35.374750, 14.584240, 26.680760], [36.684360, 18.254370, 22.214500], [38.164870, 16.510300, 23.453260], [32.852390, 18.554150, 25.284330], [38.063130, 18.301130, 24.483620], [34.861250, 18.159800, 26.141210], [33.912650, 20.151670, 26.215900], [39.356270, 18.202980, 22.815390], [36.582650, 17.150530, 21.246210], [32.470150, 14.046450, 23.416590], [36.120000, 20.229930, 24.007970], [36.963230, 19.588490, 21.681790], [34.076290, 15.129860, 20.929420], [32.681890, 17.284220, 22.101110], [35.728770, 14.461970, 22.933700], [33.881940, 19.996940, 22.998970], [35.150550, 15.394100, 25.401290], [30.643960, 14.355290, 24.681780], [32.213800, 15.889200, 24.474040], [35.246490, 17.972330, 23.294640], [33.830150, 18.607150, 19.984020], [37.177970, 14.109280, 26.894700], [31.168130, 19.162490, 21.151850], [34.143430, 12.717860, 19.958180], [34.081280, 19.050670, 25.462620], [31.804940, 14.756630, 24.223760], [36.760220, 12.065460, 22.856990], [35.033570, 15.816900, 27.980080], [38.218480, 17.806040, 23.339200], [34.097190, 14.772570, 18.132560], [37.655550, 14.166870, 21.184110], [34.604630, 15.721780, 18.304570], [34.917850, 15.527680, 29.024620], [33.958020, 12.463490, 21.001740], [33.361630, 14.922270, 17.342220], [34.806190, 14.008050, 17.814860], [30.283090, 19.132900, 21.787410], [35.991440, 11.655530, 23.512000], [37.648000, 11.526730, 23.188220], [31.779520, 19.982690, 21.528130], [37.143590, 13.243100, 27.555500], [38.399730, 13.414570, 20.922700], [33.499140, 19.319850, 19.228650], [37.750920, 14.882930, 27.405860], [37.638930, 13.691290, 25.999770], [30.578680, 13.536930, 24.184160], [35.224030, 12.848260, 19.899880], [34.487010, 17.857710, 19.542470], [36.920140, 14.173750, 20.379610], [30.893990, 19.561930, 20.175430], [38.121490, 15.149690, 21.113030], [34.247990, 19.142570, 20.836570], [36.482640, 11.735980, 21.855740], [35.493320, 16.792150, 27.820000], [34.019450, 15.811640, 27.580560], [33.748770, 11.918300, 19.331250]],
  "forces_ev_per_a": [[-1.4265, -0.8954, 1.3973], [-1.3464, -0.0264, -0.7633], [1.0904, 0.5825, 1.1628], [-0.0989, 1.3979, 1.1861], [0.0442, 3.7722, 4.2453], [0.7218, 0.3111, -1.2583], [0.3415, -1.0418, -1.4626], [0.5278, -1.9004, -0.2273], [0.8694, -0.1875, -0.0899], [-0.1531, 1.6550, 3.0341], [-0.8001, 0.9084, -0.4337], [0.7075, -0.3219, -0.4842], [0.2655, -0.0139, -0.5774], [0.1689, 1.2381, 1.3958], [-0.4581, -1.5868, -0.1538], [-1.9263, -1.4640, 0.2449], [-0.8516, -2.1104, 0.6435], [-0.8832, -1.2123, -3.5337], [-0.5822, 0.3127, -0.8146], [1.0100, -0.8652, 0.0965], [-1.2041, 0.8366, -0.9762], [0.9655, -0.9477, 1.9755], [-1.1551, -0.8545, 0.4539], [0.0904, 1.9691, 1.5951], [4.5819, -0.3322, -2.5816], [-1.6652, -0.0695, 0.6593], [-0.7248, -0.0101, 0.5420], [1.3317, 1.1381, -1.7977], [-0.0165, 0.0104, 0.8651], [0.0765, -0.1915, -0.3530], [2.9586, 1.2094, -2.3240], [0.5248, -0.6832, -0.4572], [-0.7463, -0.4521, -0.7522], [-1.8863, 0.2735, -2.1939], [0.1653, 0.2163, 0.6987], [0.8270, -0.3740, -0.2572], [0.1223, -0.0647, -0.0131], [0.5997, -0.4254, -0.1595], [-0.2530, -0.0354, 0.0708], [-0.3011, -0.1283, 0.3641], [0.0174, 0.0937, 0.1594], [0.2789, -1.2771, -0.0349], [-0.3113, 1.0726, 0.2887], [0.3680, 0.1538, -0.3191], [0.4571, -0.4097, 0.4257], [-0.2462, 0.0481, 0.3295], [0.1951, -0.0577, 0.1440], [-0.0824, -0.0592, -0.0277], [0.0763, 0.0980, -0.4732], [-0.2008, 0.6699, -0.3107], [-0.6668, -0.6381, 0.1506], [-0.0723, 0.0082, -0.4375], [-0.1131, -0.0284, 0.3400], [-0.6459, -0.2363, 0.6534], [-0.4812, -0.1478, -0.2399], [-0.0059, -0.0312, 0.4990], [0.1104, -0.1264, -0.1614], [0.1583, 0.1702, -0.0950], [0.1501, -0.3520, -0.0379], [-0.5148, 1.0874, 0.4354], [0.0169, 0.3250, -0.2549]],
  "lowdin_charge": [1.1855, 0.9016, 0.9180, 0.9134, 0.5293, 0.8893, 0.7611, 0.1257, 0.1302, 0.2205, 0.0738, 0.1273, 0.1857, -0.3531, -0.0853, -0.3098, -0.2901, -0.6478, -0.6629, -0.6425, -0.2812, -0.6104, 0.1334, -0.0559, -0.3438, -0.1739, -0.2294, -0.2049, -0.2552, -0.5800, -0.8682, -0.2260, -0.2328, -0.7464, -0.2131, -0.2250, 0.0390, 0.0591, 0.0510, 0.0473, 0.0435, 0.0639, 0.0669, 0.0460, 0.0351, 0.0341, 0.0546, 0.0510, 0.0484, 0.0251, 0.1075, 0.0321, 0.0257, 0.0468, 0.0310, 0.0360, 0.0141, 0.0411, 0.0490, 0.0305, 0.0642],
  "mol_weight_g_mol": 854.30,
  "e_homo_ev": -7.976,
  "fmax_ev_per_a": 5.68,
  "multiplicity": 1
}

---

{
  "formula": "C11H25I2NO4SSi",
  "method": "ωB97M-V/def2-TZVPD",
  "symbols": ["I", "I", "S", "Si", "O", "O", "O", "O", "N", "C", "C", "C", "C", "C", "C", "C", "C", "C", "C", "C", "H", "H", "H", "H", "H", "H", "H", "H", "H", "H", "H", "H", "H", "H", "H", "H", "H", "H", "H", "H", "H", "H", "H", "H", "H"],
  "coordinates": [[-1.739867, -3.866757, -1.234823], [-2.947308, -2.049889, 1.613899], [-4.838753, 4.042068, -0.917904], [-2.808588, 0.814884, -0.283304], [5.675555, -2.048060, 3.318714], [-0.157748, 1.348760, -0.911446], [4.290129, 0.545439, 2.035329], [-3.779301, -3.332882, -4.715348], [-4.431037, 1.280863, -0.913878], [-1.475294, 1.789868, -1.220408], [6.974411, -1.988682, 2.747261], [-1.782169, -1.098627, -2.612234], [-2.753244, 1.406694, 1.515441], [1.402945, 1.170444, 0.889642], [0.445586, 2.106614, 0.126673], [-4.610704, -2.616749, -3.806862], [4.678331, 1.255717, 3.215930], [-4.624379, 2.465661, -0.808128], [-2.077927, -1.770847, -1.278317], [-2.525366, -1.045269, -0.244797], [0.904423, 0.635609, 1.702278], [-1.621812, 1.611760, -2.295043], [-4.211382, -2.762979, -2.805764], [-4.604348, -1.548791, -4.043525], [-0.857459, -0.521033, -2.505170], [6.917241, -2.029309, 1.655295], [-2.610532, -0.496877, -2.990805], [4.973545, 0.690397, 1.374309], [3.910568, 1.100328, 3.969187], [-1.640481, 2.863394, -1.061485], [5.632625, 0.881729, 3.595865], [2.305485, 1.668737, 1.234024], [-1.568855, -1.853905, -3.374176], [7.540381, -2.846098, 3.102924], [5.184854, -1.285003, 2.996973], [-2.892542, 2.491974, 1.542631], [-0.289358, 2.524563, 0.824124], [-1.744138, 1.185261, 1.887259], [7.490148, -1.072179, 3.052791], [-5.635125, -2.995687, -3.841706], [1.702922, 0.403382, 0.166363], [4.764999, 2.324509, 3.007022], [-3.450161, 0.863278, 2.154107], [-4.133817, -3.202824, -5.598186], [1.017530, 2.960515, -0.264751]],
  "forces_ev_per_a": [[0.0277, 0.5717, -0.0989], [0.0617, 0.5177, -0.5536], [-0.0084, -0.9237, 0.4421], [0.2302, -0.0318, 1.5331], [0.1913, -0.0514, 0.0739], [-0.4718, 0.4835, 0.3443], [0.2311, -0.1416, 0.3214], [0.0497, 0.0450, 0.1595], [0.7367, 0.1863, 0.5921], [-0.5220, -0.4709, -0.9596], [-0.3385, 0.1630, 0.0100], [0.6209, -0.8658, -0.1558], [0.3752, -0.3021, -0.6443], [-0.4112, -0.1108, -0.7864], [0.8994, -0.2470, 0.9365], [0.0192, -0.0647, -0.3084], [0.1017, 0.0571, -0.2734], [-0.3969, 0.8549, -1.2105], [-0.2897, 0.4589, -0.0518], [-0.1616, -0.9296, 0.1039], [0.0778, 0.1894, 0.0274], [0.0446, 0.2468, 0.1448], [-0.0199, -0.0318, -0.0259], [-0.1083, 0.0269, 0.1187], [-0.2529, 0.1342, -0.0406], [0.1470, -0.0098, -0.0115], [0.0735, 0.1038, 0.2588], [-0.0423, -0.0083, -0.0830], [-0.0330, -0.0523, -0.0520], [0.2043, -0.0539, 0.0590], [-0.0198, 0.0749, 0.1152], [-0.1722, 0.0144, 0.1652], [-0.1797, 0.0984, 0.0792], [-0.0225, -0.0082, 0.0209], [-0.2241, -0.0283, -0.1223], [-0.1609, -0.1306, 0.1526], [-0.1375, -0.0869, -0.2332], [-0.1355, 0.0384, 0.0305], [0.1354, -0.0479, -0.0634], [-0.0310, 0.0861, 0.1087], [0.1780, 0.1055, 0.1635], [0.0047, 0.0167, 0.1133], [-0.0980, 0.3134, -0.0425], [0.0303, -0.0403, -0.0510], [-0.2026, -0.1493, -0.3066]],
  "lowdin_charge": [0.8460, 0.7999, 0.6867, 0.5019, -0.1259, -0.2008, -0.1422, -0.1332, 0.0262, -0.2627, -0.1648, -0.1709, -0.2061, -0.0581, -0.2748, -0.1641, -0.1358, -0.8865, -0.8758, -0.7667, 0.0752, 0.0843, 0.0357, 0.0764, 0.0775, 0.0762, 0.0724, 0.0870, 0.0882, 0.0924, 0.0716, 0.0510, 0.0544, 0.0763, 0.0276, 0.0357, 0.0982, 0.0252, 0.0706, 0.0815, 0.0834, 0.0802, -0.0058, 0.0725, 0.1196],
  "mol_weight_g_mol": 549.29,
  "e_homo_ev": -8.962,
  "fmax_ev_per_a": 1.55,
  "multiplicity": 1
}